# 1
C3H9N2O2S | ωB97M-V/def2-TZVPD

```
! wB97M-V def2-TZVPD RIJCOSX def2/J DEFGRID3
* xyz 1 1
C -0.3895 0.0350 -0.0242
C -0.4021 2.4346 0.1837
C 1.5904 -2.0278 0.2248
N -2.3660 -1.1507 -0.1740
N -0.9403 1.1705 0.0589
O 1.8674 0.8644 0.5993
O 1.6549 -0.0575 -1.6572
S 1.4684 -0.2318 -0.3043
H 0.1880 2.7647 -0.6799
H 0.1846 2.4432 1.0359
H -1.0476 3.2644 0.2624
H 0.9181 -1.9938 1.0257
H 1.1880 -2.6600 -0.6547
H 2.5000 -2.4581 0.5026
H -2.0388 -1.7957 0.6211
H -2.3684 -1.6848 -1.0432
H -2.0071 1.0835 0.0230
*
```

Calculated values
Lowest unoccupied orbital energy (spin up / spin down): -0.230 / -0.203 hartree
Energy above the lowest of the compared OMol25 structures with the same formula, charge and spin: 648.40 kJ/mol
Gap between HOMO and LUMO (spin up / spin down): 0.3298 / 0.3363 Ha
HOMO energy (spin up / spin down): -15.2 / -14.7 eV

Partial atomic charges computed with the natural (NBO) method, in multiples of e:
1 C 0.252
2 C -0.468
3 C -0.784
4 N -0.664
5 N -0.501
6 O -0.854
7 O -0.846
8 S 2.097
9 H 0.257
10 H 0.256
11 H 0.255
12 H 0.237
13 H 0.281
14 H 0.284
15 H 0.357
16 H 0.356
17 H 0.487


# 2
C3H9N2O2S | ωB97M-V/def2-TZVPD

```
! wB97M-V def2-TZVPD RIJCOSX def2/J DEFGRID3
* xyz 1 1
C 3.0994 -0.3586 -0.8268
C -1.6221 0.9611 -0.5571
C 2.5661 1.0062 -0.8003
N 1.2944 1.2271 -0.8171
N -1.4001 -0.3506 -0.0990
O -0.1867 -0.7030 0.2460
O -3.7234 -1.0409 -0.4460
S -2.5266 -1.4904 0.1905
H 3.0197 -0.6456 -1.9614
H 2.3222 -0.9918 -0.4021
H 4.0852 -0.4512 -0.5033
H -0.8684 1.3541 -1.1234
H -1.5332 1.6670 0.3262
H -2.4681 0.9691 -1.2855
H 3.1891 1.8755 -1.0321
H 0.6598 0.3512 -0.4836
H 1.0094 2.1895 -0.5946
*
```

Calculated values
Lowest unoccupied orbital energy (spin up / spin down): -0.179 / -0.182 hartree
Energy above the lowest of the compared OMol25 structures with the same formula, charge and spin: 419.89 kJ/mol
Gap between HOMO and LUMO (spin up / spin down): 0.3105 / 0.2937 Ha
HOMO energy (spin up / spin down): -13.3 / -12.9 eV

Partial atomic charges computed with the natural (NBO) method, in multiples of e:
1 C -0.706
2 C -0.487
3 C 0.331
4 N -0.674
5 N -0.175
6 O -0.532
7 O -0.809
8 S 1.394
9 H 0.292
10 H 0.262
11 H 0.270
12 H 0.218
13 H 0.249
14 H 0.278
15 H 0.223
16 H 0.442
17 H 0.424


# 3
C3H9N2O3S2 | ωB97M-V/def2-TZVPD

```
! wB97M-V def2-TZVPD RIJCOSX def2/J DEFGRID3
* xyz -1 1
C 1.1856 -1.5969 0.0637
C 0.5941 -0.5274 1.0024
C 0.7100 -1.1620 2.4086
N -0.8705 -0.1766 0.7209
S -1.4948 -0.8512 -0.7811
O -0.9125 0.2984 -1.8276
S -1.1033 2.1559 -1.7078
N -0.5334 2.7774 -3.0456
O -0.3100 2.4916 -0.5343
O -2.4785 2.3748 -1.5090
H 0.9605 -2.6914 0.4257
H 0.7265 -1.5816 -0.8793
H 2.2886 -1.4012 0.0060
H 1.1736 0.3791 0.7998
H 1.7323 -1.1976 2.6098
H 0.3850 -2.2259 2.4567
H 0.2197 -0.5635 3.1266
H -1.0987 0.8024 0.5166
H -1.1740 2.6959 -3.8522
*
```

Calculated values
SMILES string: CC(C)NSO[S@](=N)(=O)[O-]
Lowest unoccupied orbital energy: 0.123 hartree
Energy above the lowest of the compared OMol25 structures with the same formula, charge and spin: 103.79 kJ/mol
Gap between HOMO and LUMO: 0.2866 Ha
HOMO energy: -4.4 eV

Partial atomic charges computed with the natural (NBO) method, in multiples of e:
1 C -0.623
2 C -0.070
3 C -0.598
4 N -0.807
5 S 0.624
6 O -0.954
7 S 2.403
8 N -1.179
9 O -0.991
10 O -0.992
11 H 0.181
12 H 0.234
13 H 0.202
14 H 0.210
15 H 0.191
16 H 0.195
17 H 0.205
18 H 0.413
19 H 0.357